An isolated molecule of C4H6IN, computed with ωB97M-V/def2-TZVPD.

Results
Molecular weight   195.00 Da
ΔE to the lowest compared entry with this formula, charge and spin   100.3 kJ/mol
LUMO   0.61 eV
DFT total energy   -508.39447 Ha
SMILES   C=N/C(C)=C/I
Charge   0
HOMO-LUMO gap   8.98 eV

Each line ends with the Löwdin charge.
Positions of all 12 atoms, in Å:
H1 1.50026 1.29525 1.36503  0.037
H2 1.32266 -0.95240 -1.36200  0.044
H3 -2.27533 0.38837 0.32509  0.104
H4 -0.07444 -0.14421 -1.87018  0.051
H5 -0.21322 -1.73424 -1.06070  0.068
C1 0.43291 -0.02191 0.18889  -0.490
C2 0.28275 -0.80142 -1.09730  -0.101
C3 -1.70852 -0.14123 1.15729  -0.055
C4 1.36564 0.91787 0.36981  -0.604
I1 2.16324 1.81867 -1.30500  0.862
N1 -0.47951 -0.31209 1.23823  0.016
H6 -2.31643 -0.31266 2.05085  0.068



An isolated molecule of C4H6IN, computed with ωB97M-V/def2-TZVPD.

Results
Molecular weight   195.00 Da
ΔE to the lowest compared entry with this formula, charge and spin   203.4 kJ/mol
LUMO   -0.17 eV
DFT total energy   -508.35523 Ha
SMILES   CC[C@@H]1N=C1I
Charge   0
HOMO-LUMO gap   9.52 eV

Each line ends with the Löwdin charge.
Positions of all 12 atoms, in Å:
H1 -1.28067 -1.53576 -0.92661  0.058
H2 -0.49661 -0.06321 -1.53316  0.091
N1 1.13840 0.87294 -0.88941  0.131
C1 1.75290 0.23766 -0.03556  -0.788
C2 0.58145 0.69927 0.60677  -0.272
H3 -2.15808 -0.04890 -0.98943  0.030
H4 0.59800 1.66120 1.15950  0.128
C3 -1.26356 -0.48437 -0.74818  -0.093
C4 -0.70944 -0.04625 0.62901  -0.229
H5 -1.37597 0.53863 1.32355  0.116
I1 3.69643 -0.74231 0.27957  0.694
H6 -0.48284 -1.08889 1.12395  0.135



A structure of composition C4H6IN2, computed with ωB97M-V/def2-TZVPD.

Results
Molecular weight   209.01 Da
ΔE to the lowest compared entry with this formula, charge and spin   481.0 kJ/mol
LUMO   -5.36 eV
DFT total energy   -562.78693 Ha
Charge   +1
HOMO-LUMO gap   6.70 eV

Each line ends with the Löwdin charge.
Positions of all 13 atoms, in Å:
C1 -0.96514 0.02623 2.10268  0.133
C2 0.82862 0.46395 -2.29582  -0.079
C3 1.54304 0.90893 -1.01925  -0.868
N1 0.63239 0.34014 -0.26975  -0.012
H1 -1.05363 -0.52410 -1.66941  0.084
H2 -0.39754 -1.87056 1.88599  0.176
H3 -1.63297 0.78076 1.75022  0.111
C4 -0.09998 -0.09544 -1.54249  -0.071
I1 3.33736 1.79065 -0.72708  0.992
N2 -1.08361 -1.14370 1.56609  0.155
H4 -1.92550 -1.38582 0.97244  0.181
H5 0.81851 0.42968 -3.31757  0.069
H6 -0.00155 0.27928 2.56395  0.128



The ion C4H6IN2OS with charge +1, computed with ωB97M-V/def2-TZVPD.

Results
Molecular weight   257.08 Da
ΔE to the lowest compared entry with this formula, charge and spin   57.3 kJ/mol
LUMO   -4.32 eV
DFT total energy   -1036.32338 Ha
Charge   +1
HOMO-LUMO gap   8.49 eV

Each line ends with the Löwdin charge.
Positions of all 15 atoms, in Å:
H1 2.07784 -1.25008 0.92590  0.110
S1 1.21956 1.02733 0.53063  1.162
H2 2.47828 -0.59101 -0.82547  0.112
C1 -1.08286 1.23451 -0.90808  -0.827
H3 0.65759 -1.21639 -0.30602  0.086
I1 -1.61591 1.64916 -2.87790  0.997
H4 -2.01805 0.26498 2.08829  0.178
H5 -2.84465 0.03828 -0.08013  0.146
C2 -0.25308 0.50494 1.83525  -0.531
H6 0.77322 2.15193 -1.27289  0.066
N1 -1.44742 0.42780 1.28400  0.085
N2 0.17723 1.73170 -0.58563  -0.314
C3 -1.85707 0.52389 -0.04562  -0.138
C4 1.61984 -0.66292 0.01423  -0.283
O1 0.08790 0.43480 2.94979  0.150



The ion C4H6IN4 with charge +1, computed with ωB97M-V/def2-TZVPD.

Results
Molecular weight   237.02 Da
ΔE to the lowest compared entry with this formula, charge and spin   156.1 kJ/mol
LUMO   -4.60 eV
DFT total energy   -672.30580 Ha
SMILES   C[N@@H+]1[C@@H](I)N1/C=N/C#N
Charge   +1
HOMO-LUMO gap   9.78 eV

Each line ends with the Löwdin charge.
Positions of all 15 atoms, in Å:
H1 1.77756 1.16464 0.55405  0.127
H2 -1.13794 -0.99968 1.09660  0.109
N1 -0.19981 0.81798 0.90652  -0.104
N2 0.62463 -0.81476 -1.42375  0.121
N3 1.60579 -1.71227 -3.50737  0.194
C1 1.19698 0.46591 1.15750  0.032
C2 -0.56592 -0.27797 -1.30646  -0.073
H3 -0.22902 1.86523 1.01875  0.212
N4 -0.94766 0.53225 -0.24645  -0.010
C3 -1.35693 0.02409 1.00866  -0.658
H4 1.42196 0.41902 2.20997  0.108
H5 1.23240 -0.67223 1.10127  0.132
C4 1.10418 -1.28827 -2.57635  -0.315
I1 -3.08041 0.88127 1.95698  0.959
H6 -1.44582 -0.40522 -1.94991  0.166



An isolated molecule of C4H6IP, computed with ωB97M-V/def2-TZVPD.

Results
Molecular weight   211.97 Da
ΔE to the lowest compared entry with this formula, charge and spin   436.4 kJ/mol
LUMO (spin up / spin down)   -0.97 / -0.04 eV
DFT total energy   -794.90050 Ha
Charge   0
HOMO-LUMO gap (spin up / spin down)   7.12 / 7.79 eV

Each line ends with the Löwdin charge.
Positions of all 12 atoms, in Å:
C1 0.03323 -0.46968 -1.18507  -0.668
C2 -0.10823 1.15825 0.95212  -0.272
C3 -1.19769 0.94008 1.55966  0.121
C4 0.70223 0.24077 0.00570  -0.315
I1 0.07853 -3.40697 -0.18695  0.372
H1 0.87933 -0.99458 -1.65108  0.041
P1 -1.26265 -1.61574 -0.76260  0.331
H2 1.54504 0.96478 -0.28306  0.111
H3 -0.29876 0.27138 -1.88868  0.058
H4 1.25973 -0.39588 0.74669  0.101
H5 0.50786 2.08283 0.79061  0.106
H6 -2.13864 1.22477 1.90267  0.014



A structure of composition C4H6InLiO7, computed with ωB97M-V/def2-TZVPD.

Results
Molecular weight   287.84 Da
ΔE to the lowest compared entry with this formula, charge and spin   66.0 kJ/mol
LUMO   -0.52 eV
DFT total energy   -880.42668 Ha
Charge   0
HOMO-LUMO gap   8.40 eV

Each line ends with the Löwdin charge.
Positions of all 19 atoms, in Å:
H1 -5.45630 -5.25279 -3.79875  0.106
H2 -6.77221 -4.43202 -4.73673  0.134
O1 -8.39881 -3.46366 -0.55355  -0.089
C1 -7.35981 -3.08782 -1.15198  -0.808
H3 -5.44469 -3.19265 -5.95746  0.123
O2 -4.98488 -2.32255 -6.79851  0.015
H4 -2.01347 -1.91820 -6.81696  0.124
H5 -5.04707 -3.17412 -2.53501  0.138
In1 -3.97848 -5.57839 -6.47085  0.915
O3 -2.88267 -1.61878 -6.52731  0.147
Li1 -8.05677 -1.92104 0.60365  0.834
O4 -6.76489 -2.01478 -0.88506  -0.089
O5 -4.85222 -3.81268 -5.11767  -0.372
C2 -3.75022 -2.66454 -6.62952  -0.645
O6 -3.30881 -3.80703 -6.99063  -0.259
C3 -5.99115 -3.29672 -3.08406  -0.153
C4 -5.81118 -4.29711 -4.21334  -0.280
O7 -6.99456 -3.81700 -2.21950  0.016
H6 -6.30333 -2.32093 -3.48328  0.142



A structure of composition C4H6KO3, computed with ωB97M-V/def2-TZVPD.

Results
Molecular weight   141.19 Da
ΔE to the lowest compared entry with this formula, charge and spin   162.3 kJ/mol
LUMO (spin up / spin down)   -0.64 / -0.65 eV
DFT total energy   -981.55887 Ha
Spin multiplicity   2
Charge   0
HOMO-LUMO gap (spin up / spin down)   7.71 / 7.70 eV

Each line ends with the Löwdin spin population.
Positions of all 14 atoms, in Å:
H1 6.64476 0.64654 2.11250  0.058
H2 5.44148 0.77620 3.55962  0.058
C1 5.95509 0.17464 2.81093  0.824
H3 5.77847 -0.89893 2.75971  0.059
C2 -0.77857 1.11917 -1.33841  0.000
H4 -4.49403 -0.84417 -0.23113  0.000
H5 -4.16733 -1.57430 -1.78721  0.000
O1 -2.22571 0.72223 -1.45324  0.000
O2 -0.05430 0.27294 -0.80435  0.000
H6 -4.56104 0.19355 -1.71088  0.000
K1 -0.31345 -1.74494 0.09239  0.001
C3 -2.59084 -0.42862 -1.00446  0.000
C4 -4.04209 -0.64062 -1.21570  0.000
O3 -0.59244 2.22633 -1.78975  0.000



A structure of composition C4H6LiO3, computed with ωB97M-V/def2-TZVPD.

Results
Molecular weight   109.03 Da
ΔE to the lowest compared entry with this formula, charge and spin   299.0 kJ/mol
LUMO (spin up / spin down)   -0.61 / -0.99 eV
DFT total energy   -389.16058 Ha
Spin multiplicity   2
Charge   0
HOMO-LUMO gap (spin up / spin down)   7.05 / 6.64 eV

Each line ends with the Löwdin spin population.
Positions of all 14 atoms, in Å:
H1 2.30659 -1.13466 1.12083  0.007
H2 -3.83507 -0.53531 -1.07137  0.002
H3 -2.43398 -0.57996 0.95396  0.002
O1 -0.66766 -0.50100 -0.10655  0.179
Li1 0.54832 1.73236 -1.02282  0.019
O2 -0.07236 1.69764 0.80173  0.207
H4 3.31049 -0.60867 -0.23621  0.001
C1 0.40499 0.52884 0.96880  0.447
O3 1.55207 0.46460 0.12780  0.095
C2 -1.97402 -0.46890 -0.03791  0.010
H5 -2.31316 -0.35882 -2.15372  0.001
C3 -2.75716 -0.40757 -1.15800  0.017
C4 2.67381 -0.25161 0.58560  0.012
H6 3.25714 0.42307 1.22786  0.002



The ion C4H6N with charge +1, computed with ωB97M-V/def2-TZVPD.

Results
Molecular weight   68.10 Da
ΔE to the lowest compared entry with this formula, charge and spin   25.0 kJ/mol
LUMO (spin up / spin down)   -3.72 / -7.68 eV
DFT total energy   -210.30866 Ha
Spin multiplicity   3
Charge   +1
HOMO-LUMO gap (spin up / spin down)   7.69 / 8.75 eV

Each line ends with the Löwdin spin population.
Positions of all 11 atoms, in Å:
C1 0.59250 0.64140 -1.07052  0.279
H1 -1.08446 -1.79118 0.27557  0.030
N1 -0.15108 -0.02017 0.97438  0.140
H2 0.97122 1.84025 0.69386  0.018
C2 -0.57734 -0.97956 -0.03839  0.586
C3 0.49064 0.98354 0.21325  0.535
H3 0.78222 1.05661 -1.95729  0.011
H4 -0.12977 -1.13711 -2.14856  0.009
C4 -0.18204 -0.54511 -1.25207  0.325
H5 0.32676 -0.64484 1.58390  0.030
H6 -0.92357 0.23282 1.68595  0.037